(1)
# C31H61FInN2O6

A molecular structure, C31H61FInN2O6 at a distorted geometry (ωB97M-V with the def2-TZVPD basis set, the Open Molecules 2025 dataset).

Structure (XYZ):
```
102
Properties=species:S:1:pos:R:3:lowdin_charge:R:1
C -1.366 -1.859 4.832 -0.14
C -2.695 -0.994 4.406 -0.28
C -2.359 0.520 3.845 -0.22
C -3.747 1.253 3.279 -0.21
C -3.554 2.864 3.519 -0.23
C -2.462 3.560 2.461 -0.21
C -1.721 4.755 3.305 -0.24
C -0.261 4.186 3.889 -0.21
C 0.751 5.475 3.888 -0.23
C 1.793 5.544 2.625 -0.22
C 1.252 4.871 1.233 -0.21
C 2.151 3.523 0.913 -0.22
C 1.385 2.539 -0.159 -0.30
C 2.357 1.988 -1.381 -0.28
In 1.382 2.299 -3.452 0.74
C 2.117 0.688 -4.920 -0.37
N 1.884 -0.698 -4.282 -0.15
C -0.890 2.155 -3.120 -0.27
C -1.147 0.622 -2.552 -0.23
F -2.576 0.178 -2.755 -0.21
N 1.917 4.208 -4.320 -0.25
C 0.814 5.240 -4.078 -0.41
C 0.597 5.450 -2.443 -0.14
H -0.744 -2.110 3.861 0.08
H -0.687 -1.307 5.619 0.08
H -1.696 -2.904 5.304 0.06
H -3.292 -1.554 3.558 0.11
H -3.410 -0.899 5.338 0.10
H -1.556 0.397 3.000 0.11
H -1.915 1.167 4.714 0.11
H -3.962 0.962 2.160 0.12
H -4.687 0.923 3.911 0.10
H -4.578 3.445 3.442 0.11
H -3.126 3.089 4.610 0.10
H -1.656 2.799 2.084 0.10
H -2.993 3.989 1.496 0.11
H -2.376 5.212 4.168 0.11
H -1.488 5.640 2.556 0.10
H 0.130 3.256 3.266 0.11
H -0.501 3.760 4.977 0.11
H 1.397 5.395 4.883 0.10
H 0.109 6.475 3.984 0.11
H 1.956 6.704 2.393 0.11
H 2.855 5.148 2.962 0.11
H 1.516 5.642 0.361 0.10
H 0.095 4.706 1.172 0.10
H 3.127 3.918 0.351 0.11
H 2.515 2.965 1.898 0.11
H 0.495 3.123 -0.687 0.07
H 0.984 1.618 0.455 0.10
H 2.510 0.827 -1.226 0.02
H 3.422 2.472 -1.401 0.03
H 3.263 0.782 -5.163 0.03
H 1.446 0.700 -5.903 0.03
H 2.188 -0.656 -3.279 0.01
H 2.556 -1.333 -4.772 0.03
H -1.488 2.255 -4.133 0.05
H -1.245 2.917 -2.302 0.02
H -0.852 0.570 -1.402 0.11
H -0.478 -0.109 -3.217 0.09
H 1.874 4.046 -5.369 0.00
H -0.163 4.857 -4.605 0.08
H 1.133 6.227 -4.633 0.09
H 1.442 4.939 -1.808 0.06
H 0.542 6.622 -2.256 0.07
H -0.474 5.006 -2.213 0.06
O 4.204 -1.065 -2.539 0.09
C 3.965 -2.126 -1.987 -0.45
O 3.541 -2.242 -0.694 0.03
C 3.466 -3.624 -0.348 -0.17
C 3.343 -4.357 -1.659 -0.19
C 4.133 -3.483 -2.600 -0.09
H 4.376 -3.898 0.197 0.12
H 2.600 -3.797 0.298 0.13
H 3.704 -5.387 -1.611 0.11
H 2.293 -4.380 -1.974 0.13
H 5.195 -3.745 -2.603 0.14
H 3.724 -3.512 -3.613 0.11
O 3.478 -5.812 -3.851 0.08
C 3.251 -5.847 -5.050 -0.43
O 3.841 -5.028 -5.969 0.04
C 3.263 -5.271 -7.251 -0.17
C 2.676 -6.655 -7.167 -0.17
C 2.262 -6.752 -5.721 -0.08
H 2.502 -4.507 -7.441 0.13
H 4.035 -5.201 -8.023 0.13
H 1.854 -6.818 -7.869 0.12
H 3.453 -7.401 -7.377 0.12
H 1.254 -6.361 -5.559 0.14
H 2.346 -7.775 -5.347 0.13
O -3.108 -4.669 6.212 0.09
C -4.235 -4.504 5.777 -0.45
O -4.779 -3.285 5.491 0.01
C -6.142 -3.458 5.109 -0.17
C -6.249 -4.889 4.652 -0.17
C -5.236 -5.590 5.523 -0.09
H -6.778 -3.250 5.976 0.13
H -6.393 -2.755 4.309 0.13
H -7.259 -5.296 4.742 0.12
H -5.945 -4.967 3.601 0.13
H -5.669 -5.907 6.475 0.13
H -4.778 -6.435 5.004 0.13
```

**Spin multiplicity**: 1
**LUMO level**: 1.93 eV
**HOMO-LUMO gap**: 5.942 eV
**Highest occupied orbital energy**: -4.01 eV
**Maximum force**: 2.67 eV/Å
**E_tot**: -56284.2692 eV
**Charge**: -1


(2)
# C31H62F6O15

5 unconnected molecules or ions with the total composition C31H62F6O15 at a distorted geometry (ωB97M-V with the def2-TZVPD basis set, the Open Molecules 2025 dataset).

Structure (XYZ):
```
114
Properties=species:S:1:pos:R:3:lowdin_charge:R:1
C 1.429 1.887 -5.974 -0.02
C 0.405 2.704 -6.826 -0.28
F -0.483 1.880 -7.522 0.00
C -0.306 3.863 -6.026 -0.11
O -0.247 4.962 -7.001 0.05
C -1.387 4.847 -7.784 -0.52
O -1.592 5.379 -8.776 0.24
O -2.342 4.001 -7.181 0.09
C -1.847 3.882 -5.857 -0.14
C -2.568 2.961 -4.828 -0.34
F -3.625 3.674 -4.357 0.13
F -1.756 2.783 -3.740 0.12
C -3.020 1.570 -5.359 -0.53
F -3.734 1.632 -6.471 0.21
F -2.010 0.706 -5.449 0.18
F -3.850 1.047 -4.413 0.14
H 2.322 2.545 -5.883 0.09
H 1.755 0.971 -6.507 0.09
H 1.063 1.681 -4.950 0.07
H 1.017 3.212 -7.601 0.15
H 0.207 4.260 -5.128 0.18
H -2.031 4.894 -5.411 0.18
C 0.807 0.660 -1.520 -0.11
O 2.136 0.187 -1.600 -0.20
C 2.810 0.203 -0.350 -0.19
C 3.689 -1.023 -0.184 -0.17
O 2.977 -2.237 0.046 -0.13
C 2.237 -2.770 -1.054 -0.18
C 3.099 -3.292 -2.190 -0.19
O 3.665 -2.219 -2.932 -0.21
C 4.964 -2.495 -3.415 -0.11
H 0.804 1.748 -1.383 0.09
H 0.302 0.419 -2.456 0.08
H 0.265 0.170 -0.705 0.08
H 2.101 0.255 0.483 0.12
H 3.444 1.098 -0.329 0.13
H 4.296 -0.875 0.713 0.12
H 4.394 -1.138 -1.007 0.12
H 1.494 -2.054 -1.405 0.12
H 1.681 -3.618 -0.647 0.12
H 2.471 -3.868 -2.883 0.13
H 3.878 -3.946 -1.788 0.12
H 5.596 -2.927 -2.632 0.09
H 5.412 -1.551 -3.728 0.09
H 4.917 -3.169 -4.277 0.09
C 0.435 -3.137 2.404 -0.10
O -0.882 -3.632 2.262 -0.20
C -1.619 -3.623 3.475 -0.19
C -3.061 -3.221 3.233 -0.17
O -3.253 -1.840 2.930 -0.15
C -2.794 -1.378 1.662 -0.17
C -3.576 -1.912 0.474 -0.19
O -3.255 -3.273 0.226 -0.20
C -4.353 -4.033 -0.236 -0.11
H 1.058 -3.864 2.936 0.09
H 0.844 -2.979 1.407 0.06
H 0.443 -2.176 2.930 0.09
H -1.172 -2.942 4.207 0.13
H -1.598 -4.642 3.882 0.13
H -3.611 -3.386 4.164 0.12
H -3.541 -3.852 2.484 0.12
H -1.723 -1.552 1.549 0.11
H -2.933 -0.293 1.684 0.13
H -3.299 -1.344 -0.424 0.13
H -4.648 -1.787 0.656 0.11
H -5.246 -3.851 0.371 0.08
H -4.092 -5.088 -0.143 0.09
H -4.559 -3.809 -1.287 0.09
C -9.247 1.317 1.923 -0.11
O -9.021 0.776 3.208 -0.20
C -9.842 -0.347 3.494 -0.20
C -9.074 -1.406 4.264 -0.18
O -8.111 -2.121 3.497 -0.12
C -6.938 -1.418 3.088 -0.17
C -5.993 -1.054 4.218 -0.19
O -6.517 0.026 4.987 -0.20
C -6.212 -0.067 6.362 -0.12
H -10.205 1.848 1.895 0.09
H -8.443 2.021 1.710 0.09
H -9.229 0.536 1.155 0.09
H -10.245 -0.789 2.577 0.12
H -10.677 0.005 4.113 0.13
H -9.795 -2.162 4.590 0.13
H -8.626 -1.005 5.174 0.12
H -7.198 -0.547 2.486 0.12
H -6.406 -2.108 2.427 0.11
H -5.041 -0.720 3.796 0.11
H -5.814 -1.935 4.844 0.12
H -6.409 -1.074 6.746 0.09
H -6.859 0.630 6.895 0.09
H -5.167 0.208 6.542 0.09
C 5.996 0.978 3.136 -0.11
O 6.667 1.695 2.119 -0.21
C 6.934 3.045 2.470 -0.20
C 8.299 3.480 1.968 -0.18
O 9.401 2.923 2.678 -0.12
C 9.664 1.533 2.504 -0.18
C 10.164 1.153 1.122 -0.19
O 9.107 1.192 0.171 -0.21
C 9.519 1.624 -1.109 -0.11
H 4.952 1.305 3.202 0.09
H 6.025 -0.080 2.876 0.09
H 6.492 1.105 4.104 0.09
H 6.884 3.192 3.553 0.12
H 6.167 3.668 1.993 0.13
H 8.378 4.560 2.125 0.13
H 8.409 3.322 0.895 0.12
H 8.802 0.934 2.798 0.11
H 10.461 1.301 3.216 0.13
H 10.542 0.122 1.146 0.13
H 10.979 1.823 0.831 0.12
H 10.142 2.523 -1.044 0.09
H 8.624 1.875 -1.680 0.09
H 10.060 0.826 -1.627 0.09
```

**Spin multiplicity**: 1
**LUMO level**: 0.44 eV
**HOMO-LUMO gap**: 9.352 eV
**Highest occupied orbital energy**: -8.91 eV
**Maximum force**: 3.51 eV/Å
**E_tot**: -80161.9544 eV
**Charge**: 0
**SMILES string**: C[C@@H](F)[C@H]1OC(=O)O[C@H]1C(F)(F)C(F)(F)F.COCCOCCOC.COCCOCCOC.COCCOCCOC.COCCOCCOC


(3)
# C31H62FN4O7P

7 unconnected molecules or ions with the total composition C31H62FN4O7P at a distorted geometry (ωB97M-V with the def2-TZVPD basis set, the Open Molecules 2025 dataset).

Structure (XYZ):
```
106
Properties=species:S:1:pos:R:3:lowdin_charge:R:1
N -5.707 -1.254 2.733 0.14
C -4.857 -0.806 1.981 -0.10
C -3.989 0.168 1.036 -0.22
F -2.643 0.179 1.560 -0.07
C -3.868 -0.395 -0.495 -0.44
C -2.699 -1.465 -0.676 -0.17
N -1.855 -2.312 -0.445 0.17
C -5.301 -0.831 -1.084 -0.19
C -5.452 -2.389 -1.466 -0.09
C -5.191 -2.526 -3.039 -0.36
O -6.131 -3.010 -3.769 0.02
N -3.966 -2.090 -3.757 0.03
C -3.058 -3.245 -4.041 -0.20
C -1.597 -2.894 -4.546 -0.01
C -0.593 -4.064 -4.863 -0.07
C -0.985 -5.568 -4.703 -0.07
C -2.435 -5.896 -4.234 -0.05
C -3.465 -4.747 -3.914 -0.01
P -3.326 1.148 -1.528 0.76
N -2.256 2.043 -0.741 -0.30
H -4.374 1.254 1.037 0.16
H -5.494 -0.230 -2.061 0.10
H -6.188 -0.564 -0.392 0.13
H -6.571 -2.655 -1.303 0.14
H -4.863 -3.116 -0.807 0.13
H -4.316 -1.815 -4.704 0.14
H -1.284 -1.786 -4.680 0.09
H 0.466 -3.800 -5.228 0.09
H -0.249 -6.427 -4.921 0.08
H -2.754 -6.985 -4.119 0.09
H -4.517 -5.068 -3.587 0.09
H -4.489 1.916 -1.879 0.03
H -2.753 0.583 -2.741 0.02
H -2.649 2.997 -0.651 -0.03
C -2.862 -1.127 5.467 -0.06
C -1.397 -1.516 5.588 -0.49
C -0.487 -0.387 5.130 -0.06
O -1.147 -2.676 4.796 -0.06
H -3.125 -0.907 4.428 0.05
H -3.505 -1.952 5.788 0.08
H -3.088 -0.249 6.078 0.08
H -1.169 -1.775 6.626 0.14
H -0.668 -0.143 4.079 0.08
H 0.563 -0.682 5.210 0.07
H -0.644 0.514 5.729 0.08
H -1.346 -2.457 3.875 0.09
C 0.356 6.205 -1.020 -0.06
C -0.697 5.349 -1.704 -0.50
C -0.449 5.257 -3.201 -0.06
O -1.989 5.909 -1.471 -0.07
H 0.341 7.229 -1.408 0.08
H 0.159 6.272 0.054 0.08
H 1.357 5.791 -1.167 0.06
H -0.694 4.345 -1.270 0.12
H -0.492 6.248 -3.666 0.08
H -1.220 4.648 -3.682 0.08
H 0.529 4.815 -3.413 0.07
H -2.002 6.798 -1.853 0.09
C 3.587 -2.242 3.986 -0.07
C 4.341 -0.935 3.804 -0.50
C 3.543 0.244 4.339 -0.07
O 4.611 -0.733 2.417 -0.06
H 2.637 -2.225 3.441 0.08
H 4.166 -3.079 3.586 0.08
H 3.379 -2.434 5.042 0.08
H 5.305 -0.991 4.318 0.14
H 2.593 0.347 3.806 0.06
H 4.092 1.178 4.191 0.08
H 3.334 0.126 5.406 0.08
H 3.764 -0.682 1.953 0.09
C 4.762 3.132 -3.303 -0.06
C 4.347 4.547 -2.933 -0.50
C 5.403 5.227 -2.077 -0.07
O 3.112 4.507 -2.219 -0.07
H 4.892 2.516 -2.408 0.08
H 3.988 2.651 -3.908 0.08
H 5.698 3.130 -3.867 0.08
H 4.179 5.131 -3.842 0.14
H 5.556 4.684 -1.138 0.08
H 5.087 6.239 -1.808 0.08
H 6.359 5.288 -2.604 0.08
H 3.251 3.992 -1.412 0.09
C -0.951 3.802 4.550 -0.06
C 0.516 3.417 4.666 -0.50
C 1.423 4.546 4.204 -0.06
O 0.765 2.256 3.877 -0.07
H -1.216 4.019 3.510 0.08
H -1.592 2.977 4.874 0.07
H -1.178 4.681 5.159 0.08
H 0.747 3.160 5.704 0.14
H 1.240 4.789 3.153 0.08
H 2.473 4.251 4.283 0.08
H 1.267 5.448 4.803 0.08
H 0.562 2.473 2.956 0.10
C 3.286 -5.047 -2.374 -0.06
C 2.569 -6.371 -2.587 -0.49
C 3.555 -7.497 -2.858 -0.07
O 1.671 -6.252 -3.689 -0.09
H 3.856 -4.764 -3.265 0.08
H 2.565 -4.246 -2.192 0.08
H 3.971 -5.101 -1.524 0.08
H 1.971 -6.612 -1.704 0.14
H 4.134 -7.299 -3.766 0.08
H 3.025 -8.440 -3.021 0.08
H 4.248 -7.625 -2.022 0.08
H 2.191 -6.039 -4.476 0.09
```

**Spin multiplicity**: 1
**LUMO level**: 0.11 eV
**HOMO-LUMO gap**: 8.688 eV
**Highest occupied orbital energy**: -8.58 eV
**Maximum force**: 7.19 eV/Å
**E_tot**: -65442.0438 eV
**Charge**: 0
**SMILES string**: N#C[C@@H](F)[C@@](C#N)(CCC(=O)Nc1ccccc1)[PH2]=N.CC(C)O.CC(C)O.CC(C)O.CC(C)O.CC(C)O.CC(C)O


(4)
# C31H62P2Si2V

A molecular structure, C31H62P2Si2V at a distorted geometry (ωB97M-V with the def2-TZVPD basis set, the Open Molecules 2025 dataset).

Structure (XYZ):
```
98
Properties=species:S:1:pos:R:3:lowdin_charge:R:1
V 2.599 -1.503 -2.143 0.93
C 0.107 2.417 -2.413 -0.19
C -0.495 1.322 -3.099 -0.22
C -2.128 2.401 -1.898 -0.19
C -0.906 3.081 -1.670 -0.22
C -1.872 1.294 -2.749 -0.18
C 1.504 2.879 -2.533 -0.02
H 2.120 2.136 -3.055 0.07
H 1.947 3.066 -1.542 0.08
H 1.573 3.823 -3.100 0.11
C -0.749 4.309 -0.865 -0.04
H 0.241 4.754 -1.020 0.08
H -0.871 4.115 0.214 0.06
H -1.507 5.055 -1.149 0.10
C -3.445 2.869 -1.412 -0.03
H -3.658 3.885 -1.781 0.10
H -3.489 2.911 -0.314 0.05
H -4.249 2.213 -1.766 0.08
C -2.903 0.366 -3.257 -0.02
H -3.570 0.854 -3.988 0.11
H -3.542 -0.006 -2.439 0.08
H -2.449 -0.501 -3.751 0.07
C 0.162 0.455 -4.098 -0.05
H 0.122 0.899 -5.108 0.11
H -0.323 -0.527 -4.153 0.07
H 1.224 0.284 -3.859 0.04
C 3.950 -2.458 -1.163 -0.26
C 4.501 -1.785 -2.378 -0.23
C 4.607 -2.505 -3.680 -0.18
C 3.296 -3.143 -4.191 -0.17
C 2.034 -2.578 -3.609 -0.24
C 1.478 -3.064 -2.298 -0.26
C 2.127 -4.199 -1.569 -0.19
C 3.602 -3.922 -1.192 -0.17
H 5.381 -3.289 -3.639 0.14
H 3.336 -4.241 -4.112 0.13
H 4.972 -1.814 -4.458 0.13
H 4.271 -4.496 -1.855 0.13
H 4.380 -2.154 -0.201 0.12
H 5.333 -1.093 -2.203 0.14
H 3.774 -4.359 -0.191 0.13
H 1.570 -4.438 -0.645 0.10
H 0.388 -3.099 -2.243 0.09
H 2.077 -5.128 -2.167 0.13
H 3.274 -2.964 -5.279 0.13
H 1.293 -2.313 -4.370 0.13
P 1.190 -0.541 1.945 0.94
P -1.402 -1.804 1.088 0.87
C 1.212 -2.406 1.771 -0.40
C -0.197 -2.949 1.932 -0.41
H 1.882 -2.815 2.541 0.09
H 1.634 -2.675 0.789 0.06
H -0.296 -3.957 1.507 0.09
H -0.468 -2.988 3.003 0.10
C -2.876 -2.591 1.862 -0.27
H -3.777 -2.366 1.281 0.03
H -2.997 -2.215 2.885 0.03
H -2.728 -3.679 1.893 0.06
C -1.493 -2.589 -0.582 -0.26
H -0.954 -3.544 -0.609 0.04
H -1.065 -1.900 -1.323 0.01
H -2.544 -2.764 -0.844 0.06
C 2.902 -0.465 2.584 -0.27
H 3.378 0.486 2.326 0.04
H 3.471 -1.294 2.146 0.04
H 2.877 -0.580 3.675 0.06
C 1.700 -0.229 0.063 -0.22
H 1.099 -0.857 -0.653 0.02
H 2.792 -0.397 -0.089 0.03
H 1.475 0.832 -0.134 0.03
C 0.615 1.183 4.745 -0.18
Si -0.063 2.271 3.355 0.44
C -0.937 3.727 4.219 -0.16
C 1.341 2.973 2.297 -0.17
C -1.140 1.314 2.140 -0.10
Si -2.984 1.282 2.437 0.44
C -3.733 3.026 2.533 -0.15
C -3.909 0.492 0.988 -0.19
C -3.425 0.425 4.052 -0.16
H 1.642 1.493 4.993 0.05
H 0.631 0.110 4.503 0.00
H 0.005 1.308 5.654 0.05
H -0.195 4.284 4.816 0.06
H -1.386 4.436 3.506 0.04
H -1.731 3.403 4.911 0.04
H 2.298 2.457 2.443 0.02
H 1.078 2.930 1.230 0.01
H 1.495 4.032 2.553 0.05
H -0.831 1.364 1.078 0.02
H -4.752 3.004 2.116 0.06
H -3.805 3.383 3.571 0.05
H -3.148 3.758 1.958 0.03
H -4.371 -0.465 1.254 0.02
H -4.728 1.168 0.694 0.04
H -3.262 0.341 0.112 0.01
H -2.955 -0.560 4.178 0.02
H -3.139 1.045 4.914 0.04
H -4.517 0.294 4.087 0.06
```

**Spin multiplicity**: 2
**ΔE to the lowest compared entry with this formula, charge and spin**: 0.00 kJ/mol
**LUMO level (alpha / beta)**: -8.20 / -8.20 eV
**HOMO-LUMO gap (alpha / beta)**: 3.836 / 3.751 eV
**Highest occupied orbital energy (alpha / beta)**: -12.04 / -11.96 eV
**Maximum force**: 5.10 eV/Å
**E_tot**: -93151.9727 eV
**Charge**: +2
**Expectation value of S²**: 0.77